Entry from the OMol25 dataset: a cluster of 8 separate species, C49H93BNO13Si in total at a distorted geometry (ωB97M-V/def2-TZVPD).

```
! RIJCOSX wB97M-V def2-TZVPD def2/J DEFGRID3
* xyz -1 1
C 1.34 2.03 2.32
C 1.38 0.56 1.60
O 0.23 0.25 0.74
C -0.31 1.44 0.06
C -1.30 1.08 -1.23
N -2.75 1.41 -0.99
C -3.37 2.24 -2.07
C -3.05 3.84 -1.66
O -1.74 4.30 -2.13
C -1.84 5.14 -3.34
C -0.37 4.98 -4.12
C -3.58 0.25 -0.53
C -4.42 -0.55 -1.67
C -3.57 -1.02 -2.99
C -3.30 -2.67 -3.04
C -1.72 -3.07 -3.20
C -1.05 -2.59 -4.64
C 0.55 -2.97 -4.54
C 1.54 -1.69 -4.25
C 1.85 -1.40 -2.66
Si 3.59 -2.06 -2.08
C 4.21 -0.85 -0.68
C 4.93 -2.04 -3.46
C 3.27 -3.79 -1.28
C 3.56 -4.01 0.34
C 3.25 -5.50 1.00
C 2.64 -6.72 0.07
C 2.41 -6.45 -1.54
C 2.72 -5.00 -2.25
B -4.73 0.88 0.53
O -4.50 2.27 1.00
O -5.84 0.01 0.95
C -5.83 -0.25 2.40
C -5.83 -1.91 2.60
C -2.77 -0.88 0.39
O -2.18 -1.97 -0.10
O -2.68 -0.58 1.84
H 0.27 2.41 2.62
H 2.03 2.08 3.29
H 1.85 2.79 1.55
H 2.38 0.49 0.98
H 1.37 -0.25 2.47
H 0.64 2.02 -0.38
H -0.97 2.14 0.76
H -0.94 1.82 -2.09
H -1.10 0.00 -1.66
H -4.54 2.18 -2.17
H -2.89 2.06 -3.14
H -3.08 3.90 -0.48
H -3.95 4.54 -2.03
H -2.01 6.26 -2.98
H -2.74 4.73 -3.98
H -0.37 4.11 -4.90
H 0.45 4.72 -3.29
H -0.09 6.03 -4.55
H -5.36 0.12 -1.96
H -4.86 -1.53 -1.15
H -4.28 -0.81 -3.93
H -2.59 -0.43 -3.19
H -3.88 -3.12 -3.98
H -3.76 -3.18 -2.09
H -1.04 -2.62 -2.36
H -1.66 -4.25 -3.09
H -1.24 -1.46 -4.89
H -1.57 -3.24 -5.47
H 0.64 -3.85 -3.76
H 0.86 -3.42 -5.59
H 0.96 -0.73 -4.66
H 2.51 -1.80 -4.91
H 1.81 -0.28 -2.34
H 1.03 -1.98 -2.03
H 5.37 -1.00 -0.54
H 3.65 -1.16 0.31
H 3.92 0.27 -0.96
H 6.01 -2.36 -3.10
H 5.04 -0.91 -3.82
H 4.62 -2.64 -4.44
H 3.99 -3.19 1.06
H 3.43 -5.66 2.17
H 2.39 -7.77 0.59
H 1.98 -7.32 -2.22
H 2.54 -4.87 -3.40
H -4.23 2.24 1.98
H -4.91 0.20 2.97
H -6.81 0.15 2.91
H -6.85 -2.28 3.02
H -4.97 -2.23 3.34
H -5.63 -2.44 1.57
C 3.28 -7.39 -5.91
C 2.01 -7.99 -5.37
O 1.53 -7.61 -4.30
C 1.35 -9.06 -6.18
H 3.65 -6.62 -5.22
H 4.04 -8.16 -6.01
H 3.08 -6.92 -6.88
H 2.02 -9.91 -6.29
H 1.06 -8.67 -7.16
H 0.44 -9.40 -5.67
C 3.61 1.77 6.75
C 3.09 3.13 6.34
O 2.38 3.27 5.35
C 3.48 4.30 7.20
H 3.24 1.02 6.03
H 4.70 1.77 6.73
H 3.24 1.51 7.74
H 4.57 4.41 7.21
H 3.11 4.16 8.22
H 3.04 5.21 6.79
C -7.59 2.71 -0.26
C -8.88 3.42 -0.57
O -8.93 4.64 -0.67
C -10.11 2.57 -0.75
H -6.78 3.45 -0.15
H -7.68 2.16 0.68
H -7.33 2.03 -1.07
H -10.31 2.02 0.17
H -9.96 1.88 -1.59
H -10.96 3.22 -0.97
C -8.50 6.98 -2.47
C -7.14 7.59 -2.69
O -6.30 7.04 -3.40
C -6.86 8.91 -2.02
H -8.57 6.03 -3.01
H -8.65 6.78 -1.40
H -9.28 7.65 -2.84
H -6.93 8.80 -0.94
H -7.56 9.67 -2.37
H -5.84 9.23 -2.27
C 4.00 -10.82 3.69
C 3.48 -9.46 3.29
O 2.77 -9.32 2.30
C 3.87 -8.29 4.15
H 3.63 -11.57 2.98
H 5.09 -10.82 3.67
H 3.63 -11.08 4.69
H 4.96 -8.18 4.15
H 3.50 -8.44 5.16
H 3.43 -7.38 3.74
C 4.56 6.18 0.21
C 4.17 5.08 1.16
O 3.64 4.05 0.76
C 4.46 5.30 2.62
H 4.30 5.88 -0.81
H 4.02 7.10 0.45
H 5.64 6.35 0.25
H 3.91 6.18 2.98
H 5.53 5.43 2.78
H 4.12 4.43 3.19
C 8.15 4.07 9.04
C 7.47 3.41 7.88
O 6.32 3.72 7.56
C 8.24 2.37 7.12
H 7.48 4.80 9.50
H 8.41 3.32 9.80
H 9.05 4.59 8.70
H 8.50 1.54 7.78
H 9.14 2.81 6.69
H 7.62 1.98 6.30
*
```

Values from the calculation:
HOMO energy, eV: -4.27
Frontier orbital gap, eV: 5.87
E_LUMO, eV: 1.598
E_tot, eV: -88967.1311

Atomic partial charges in e from the Mulliken method, atoms 1 to 4: C -0.18; C -0.02; O -0.10; C -0.34